1.
87
Properties=species:S:1:pos:R:3:forces:R:3:mulliken_charge:R:1 method="wB97M-V/def2-TZVPD" e_tot_ev=-90383.3750 charge=0 multiplicity=1
C 7.68424 6.01981 -0.97102 -0.31 0.27 0.44 -1.169
C 6.97986 5.98531 0.43652 -0.10 -0.24 -1.33 -0.296
I 8.14395 4.60416 1.65564 1.13 1.47 0.06 0.009
C 5.43411 5.54146 0.26295 1.92 -0.28 0.71 -1.153
I 5.18012 3.60862 1.22418 -1.88 0.28 -0.84 0.291
C 4.50364 6.60005 0.88407 0.68 -0.48 1.65 0.903
F 4.72370 7.83273 0.30927 -0.37 -0.28 -0.51 -0.395
C 4.92565 6.76782 2.34545 -1.54 -0.47 -5.41 0.093
N 5.20334 6.70077 3.42191 1.21 0.03 4.52 -0.411
C 2.99568 6.22063 0.91910 -0.31 2.04 0.44 -0.053
C 2.29868 7.34460 1.66788 2.41 -4.23 -2.52 -0.056
N 1.76153 8.19282 2.15363 -1.98 3.20 2.03 -0.429
C 2.31503 6.13382 -0.48500 -0.87 0.28 1.21 0.781
F 1.45064 7.13460 -0.65238 -0.10 0.44 -0.14 -0.291
F 3.15097 6.19662 -1.50197 0.55 -0.53 -0.37 -0.251
F 1.57773 5.02527 -0.51141 0.28 -0.64 -0.46 -0.272
H 6.92409 6.25093 -1.74257 0.46 -0.15 0.24 0.337
H 8.19648 5.07203 -1.18821 -0.36 0.33 -0.12 0.376
H 8.43192 6.83106 -0.99167 -0.24 -0.43 0.04 0.326
H 7.05519 7.01657 0.82004 -0.15 -0.71 0.39 0.507
H 5.30130 5.38554 -0.81451 -0.48 0.11 0.53 0.627
H 2.85813 5.30053 1.50507 0.14 0.17 -0.50 0.477
C -0.28221 -0.06591 -2.38345 0.19 -0.30 -0.27 -1.356
C 0.54500 0.04997 -1.12312 -0.61 -0.02 -0.60 0.705
C 0.19130 1.24149 -0.27814 -0.10 0.04 0.31 0.257
O 1.43015 1.50737 0.39967 0.36 -0.17 -0.18 -0.314
C 2.42352 1.06855 -0.41311 0.09 -0.02 -0.04 0.470
O 3.57884 1.31949 -0.26065 -0.19 -0.27 -0.06 -0.486
O 1.92764 0.30611 -1.42421 0.19 0.22 0.51 -0.383
H -0.11732 -1.03641 -2.85730 -0.02 0.01 0.02 0.318
H -1.34602 0.02943 -2.16214 0.05 0.03 0.08 0.240
H 0.00271 0.69503 -3.11095 -0.05 0.13 0.16 0.379
H 0.49225 -0.88023 -0.54890 0.05 0.05 0.09 0.134
H -0.60316 1.02514 0.43235 0.15 0.07 0.11 -0.072
H -0.08151 2.11808 -0.86036 0.04 -0.12 -0.09 0.154
C -4.75884 0.37748 1.49362 0.29 -0.32 -0.05 -1.044
C -4.02762 1.66167 1.17824 -0.60 -0.69 0.31 0.565
C -4.88953 2.71001 0.53020 -0.19 0.29 0.15 -0.607
O -3.93352 3.45707 -0.23007 0.22 -0.24 -0.16 -0.362
C -2.92617 2.60336 -0.54039 0.07 -0.03 -0.09 0.465
O -2.06652 2.82658 -1.33521 -0.29 0.12 0.01 -0.532
O -3.01952 1.45400 0.17686 0.08 0.59 -0.16 -0.047
H -4.14178 -0.26224 2.12310 -0.11 -0.01 0.02 -0.075
H -5.69125 0.57595 2.02407 0.09 0.06 0.06 0.459
H -4.97578 -0.18774 0.58608 -0.02 0.18 -0.07 0.231
H -3.53663 2.04698 2.07661 0.00 0.13 -0.06 0.252
H -5.39131 3.34513 1.25803 0.13 0.15 -0.12 0.335
H -5.63266 2.29562 -0.15617 0.07 -0.13 0.05 0.315
C -3.47812 -3.97199 -5.12156 0.04 0.37 -0.29 -1.495
C -2.79623 -3.56322 -3.83548 -0.37 -0.36 -0.65 0.593
C -3.12122 -4.45487 -2.66923 0.20 -0.20 0.14 -0.117
O -2.96176 -3.56448 -1.55717 -0.11 0.38 -0.12 -0.266
C -3.22537 -2.31321 -2.01398 -0.03 0.12 -0.01 0.634
O -3.38931 -1.35998 -1.31862 0.03 -0.09 -0.02 -0.582
O -3.27526 -2.29031 -3.37242 0.16 -0.02 0.54 -0.343
H -3.06570 -3.41450 -5.96381 -0.01 -0.05 0.01 0.368
H -3.33786 -5.03636 -5.31601 0.03 0.02 0.09 0.376
H -4.54569 -3.75068 -5.08720 0.01 -0.12 0.17 0.362
H -1.71637 -3.48196 -3.98900 0.01 0.00 0.12 0.209
H -2.44570 -5.29864 -2.59358 -0.01 0.10 0.17 -0.105
H -4.15043 -4.82171 -2.67665 0.03 0.02 -0.12 0.312
C -0.01301 0.20571 4.51260 -0.11 0.35 0.27 -1.367
C -1.10027 -0.76340 4.92274 0.68 0.44 -0.27 0.528
C -1.32631 -1.87554 3.93338 0.12 -0.36 -0.02 -0.329
O -2.70103 -2.20067 4.15236 -0.06 0.28 0.01 -0.327
C -3.30655 -1.06966 4.60147 -0.32 0.09 0.18 0.671
O -4.48318 -0.92203 4.68527 0.18 -0.03 -0.02 -0.530
O -2.38597 -0.12629 4.94270 -0.23 -0.44 -0.10 -0.345
H 0.23475 0.87088 5.34066 0.04 -0.03 -0.03 0.367
H 0.89442 -0.32487 4.21981 -0.05 -0.03 0.02 0.369
H -0.34104 0.83779 3.68586 -0.02 -0.18 -0.09 0.269
H -0.90181 -1.15366 5.92457 -0.07 -0.10 -0.03 0.229
H -0.68764 -2.73702 4.12155 -0.20 -0.09 0.02 0.349
H -1.20494 -1.56023 2.89282 0.05 0.13 0.06 0.169
C 1.50714 -8.67697 -1.46520 0.15 0.19 -0.40 -1.412
C 0.23395 -7.90456 -1.20053 0.71 -0.45 0.01 0.520
C -0.71267 -8.59808 -0.25816 -0.04 0.03 0.39 -0.547
O -1.98143 -8.08828 -0.67655 0.03 0.01 -0.34 -0.316
C -1.86840 -7.78069 -1.99362 -0.09 -0.10 -0.12 0.704
O -2.78602 -7.52889 -2.70923 0.14 -0.07 0.09 -0.548
O -0.56630 -7.79547 -2.38786 -0.47 0.14 0.24 -0.340
H 2.22686 -8.05220 -1.99552 0.01 -0.03 0.06 0.345
H 1.96586 -9.00634 -0.53165 -0.06 0.04 0.01 0.373
H 1.31532 -9.54535 -2.09682 -0.13 -0.04 0.15 0.360
H 0.46895 -6.89311 -0.85820 -0.12 0.00 0.05 0.253
H -0.51813 -8.35166 0.78416 -0.22 0.07 -0.03 0.331
H -0.71955 -9.68528 -0.37356 0.11 0.03 -0.09 0.326

2.
18
Properties=species:S:1:pos:R:3:forces:R:3:nbo_charge:R:1 method="wB97M-V/def2-TZVPD" e_tot_ev=-8901.2447 smiles="CC[C@@H](C)NC=O" charge=0 multiplicity=1 relative_energy_kcal_mol=10.4
C 1.71453 0.52709 0.80887 0.01 0.05 0.03 -0.618
C 0.90599 -0.73550 0.46220 0.06 -0.10 -0.03 -0.413
C -0.53895 -0.51637 -0.05797 -0.01 -0.15 0.06 -0.062
C -1.57266 -0.44656 1.06398 -0.01 0.05 0.05 -0.611
N -0.62315 0.65602 -0.91871 0.09 0.03 -0.09 -0.617
C -0.46678 0.58493 -2.26944 -0.03 -0.07 0.02 0.533
O -0.51004 -0.43279 -2.93009 0.08 0.27 0.19 -0.611
H 2.75922 0.40758 0.50763 -0.12 -0.03 0.15 0.220
H 1.35600 1.41201 0.27513 0.12 -0.12 0.07 0.190
H 1.70275 0.76494 1.87611 -0.06 -0.06 -0.11 0.209
H 1.44936 -1.30393 -0.29805 -0.07 0.11 0.00 0.214
H 0.85330 -1.38599 1.34331 0.01 0.04 -0.16 0.207
H -0.78958 -1.35737 -0.71127 0.03 0.10 0.14 0.232
H -1.54496 -1.37024 1.65353 0.01 0.18 -0.09 0.214
H -1.37751 0.39138 1.74490 0.00 -0.09 -0.09 0.199
H -2.58319 -0.33063 0.65921 0.17 0.01 0.04 0.220
H -0.43447 1.55115 -0.49111 -0.15 -0.09 -0.15 0.387
H -0.29986 1.58425 -2.71822 -0.12 -0.15 -0.02 0.106